<A>
Computed, not measured: the molecule C3H5N3O3, with ωB97M-V with the def2-TZVPD basis set.

Geometry as XYZ:
```
14
Properties=species:S:1:pos:R:3
C -1.2104 -0.6211 0.4767
C 1.9988 -0.9885 -0.3014
C 0.4121 1.1679 1.2047
H -0.6731 0.4368 -1.7635
H -2.2545 0.4367 -2.2343
H -1.7345 -1.0837 1.4526
H 2.8095 -1.7019 0.2342
H -0.3832 2.0479 0.9393
N -1.6429 0.6061 -1.3309
N -2.0206 -0.3281 -0.4300
N 0.1298 -0.0380 0.6524
O 1.1177 -0.9571 0.8116
O 1.9111 -0.4486 -1.4082
O 1.5400 1.4718 1.6968
```

Its lowest unoccupied orbital energy is 0.73 eV. The multiplicity is 1. The net charge is 0. The value obtained for the frontier orbital gap is 10.79 eV. Its SMILES is N/N=C\N(C=O)OC=O.

<B>
Computed, not measured: the molecule C3H5N3O3, with ωB97M-V with the def2-TZVPD basis set.

Geometry as XYZ:
```
14
Properties=species:S:1:pos:R:3
C 0.5890 1.4273 -0.8070
C -0.4346 -0.7041 0.2456
C 0.3563 -0.2048 -0.9126
N -0.8490 -1.9819 0.1574
O -0.4445 1.1293 1.9078
O -0.3795 2.2673 -0.4591
N -0.2717 -0.1435 1.3802
N 1.1481 -1.0281 -1.4564
O 1.4382 1.8347 -1.5644
H -0.4332 1.0636 2.8728
H -0.9334 1.8637 0.2407
H -1.2587 -2.4069 0.9735
H -0.3584 -2.5490 -0.5181
H 1.8315 -0.5674 -2.0605
```

Its lowest unoccupied orbital energy (spin up / spin down) is -0.03 / -0.03 eV. The multiplicity is 1. The net charge is 0. The value obtained for the frontier orbital gap (spin up / spin down) is 8.99 / 8.99 eV. Its SMILES is [H]/N=C(C(=O)O)/C(N)=N\O.

<B> has the most favorable energy; the next structure is 75.8 kJ/mol above.

<A>
Computed, not measured: the molecule C3H6FN, with ωB97M-V with the def2-TZVPD basis set.

Geometry as XYZ:
```
11
Properties=species:S:1:pos:R:3
C -0.2093 -0.9405 -0.0749
C -0.9413 0.2988 -0.2159
C -0.4115 1.4127 0.1936
H 1.4374 -0.5637 1.0864
H 1.8280 -0.4015 -0.5246
H -0.4949 -1.5944 0.7909
H -0.3469 -1.6079 -1.0469
H -1.8743 0.2508 -0.8936
H 0.5554 1.3278 0.8084
N 1.2579 -0.8756 0.0979
F -0.8005 2.6934 -0.2213
```

Its lowest unoccupied orbital energy is 1.09 eV. The multiplicity is 1. The net charge is 0. The value obtained for the frontier orbital gap is 10.47 eV. Its SMILES is NC/C=C/F.

<B>
Computed, not measured: the molecule C3H6FN, with ωB97M-V with the def2-TZVPD basis set.

Geometry as XYZ:
```
11
Properties=species:S:1:pos:R:3
C -0.4967 0.2186 0.4472
C 0.4796 0.9513 -0.4408
C 0.9349 -0.1667 0.4356
H -0.9022 -1.5871 -0.3473
H -2.0005 -0.3294 -0.8117
H -0.7205 0.5687 1.4458
H 0.4985 0.7363 -1.5587
H 0.9403 1.8945 -0.2224
H 1.5763 -0.2213 1.2785
N -1.4702 -0.7558 -0.0316
F 1.1605 -1.3090 -0.1947
```

Its lowest unoccupied orbital energy is 1.21 eV. The multiplicity is 1. The net charge is 0. The value obtained for the frontier orbital gap is 10.65 eV. Its SMILES is N[C@@H]1C[C@@H]1F.

<B> has the most favorable energy; the next structure is 8.4 kJ/mol above.

<A>
Computed, not measured: a 4-piece molecular cluster, C5H19N2O4 overall, with ωB97M-V with the def2-TZVPD basis set.

Geometry as XYZ:
```
30
Properties=species:S:1:pos:R:3
N -0.6919 0.1684 1.1887
C -1.2660 0.8591 -0.0695
C -0.2619 0.6677 -1.2908
N 0.4582 -0.5450 -1.0589
C 1.9518 -0.3558 -1.2062
C -0.0298 -1.7696 -1.7479
C -0.3919 -2.8742 -0.7876
O -0.6671 -2.7449 0.3552
H -1.3379 0.1974 2.0697
H 0.1107 0.5768 1.6199
H -0.5694 -0.8638 0.9688
H -2.2361 0.3037 -0.2572
H -1.4080 1.9239 0.2883
H -0.9615 0.8223 -2.0799
H 0.4897 1.4912 -1.3125
H 2.5554 -1.2346 -0.8719
H 2.3317 0.3459 -0.4589
H 2.3209 -0.2015 -2.1986
H 0.8172 -2.1399 -2.4412
H -0.9054 -1.6222 -2.4434
H -0.2567 -3.8362 -1.2673
H -3.7648 -1.1897 1.5122
H -2.6238 -1.7711 0.7047
O -2.8921 -0.8732 1.2190
H 1.3083 2.0440 3.2495
H 0.3310 2.4183 2.0995
O 0.3543 1.8231 2.9478
H 2.7778 3.3351 0.8536
H 2.3474 2.3423 -0.2273
O 2.1097 2.7024 0.6423
```

Its lowest unoccupied orbital energy is -2.55 eV. The multiplicity is 1. The net charge is +1. The value obtained for the frontier orbital gap is 10.25 eV.

<B>
Computed, not measured: a 4-piece molecular cluster, C5H19N2O4 overall, with ωB97M-V with the def2-TZVPD basis set.

Geometry as XYZ:
```
30
Properties=species:S:1:pos:R:3
C -2.4925 0.9387 1.3428
O -1.4618 0.2590 2.0598
C -1.8901 1.5993 0.0845
C -1.6565 0.7295 -1.1711
C -0.6967 -0.3921 -0.8209
C 0.2578 -0.6826 -1.6788
N 1.4300 -1.5731 -1.3359
N -0.5921 2.2219 0.3647
H -2.7875 1.7624 1.9810
H -3.3407 0.3069 1.0870
H -1.4329 0.5889 2.9590
H -2.5277 2.4061 -0.2832
H -1.2722 1.3209 -1.9907
H -2.6375 0.3357 -1.4465
H -0.8302 -1.0183 0.0533
H 0.4940 -0.2436 -2.6319
H 2.0572 -1.5191 -2.1314
H 1.9162 -1.2818 -0.4825
H 1.0744 -2.5515 -1.1687
H -0.6311 2.9945 1.0110
H 0.0805 1.5579 0.7196
H 1.8838 0.1249 1.8079
H 3.3068 -0.2249 1.8443
O 2.5192 -0.4206 1.3306
H 0.4642 -4.4500 0.1187
H 1.5221 -3.7210 0.9383
O 1.0425 -3.6777 0.1029
H 2.6253 1.5872 -0.3020
H 1.4507 1.8155 -1.3370
O 2.1246 1.2070 -1.0250
```

Its lowest unoccupied orbital energy is -2.74 eV. The multiplicity is 1. The net charge is +1. The value obtained for the frontier orbital gap is 9.67 eV.

<B> has the most favorable energy; the next structure is 115.7 kJ/mol above.